1.
This record from the OMol25 dataset describes a 2-piece molecular cluster, C3H9N3 overall. The level of theory is ωB97M-V/def2-TZVPD.

Positions of all 15 atoms, in Å:
C 1.868 1.086 -0.836
C 4.087 0.433 -0.670
N 3.085 0.851 -0.031
H 1.345 1.880 -0.312
H 1.226 0.224 -0.619
H 2.131 1.158 -1.883
H 4.027 0.099 -1.711
H 5.044 0.379 -0.156
N -3.000 -1.863 0.745
C -3.232 -0.573 1.107
N -4.112 0.179 0.556
H -3.795 -2.317 0.307
H -2.544 -2.507 1.374
H -2.467 -0.103 1.736
H -3.661 1.074 0.393

Summary:
* F_max: 2.434 eV Å⁻¹
* DFT total energy: -7725.3512 eV
* molar mass: 87.126 g mol⁻¹
* highest occupied orbital energy: -0.332 hartree
* SMILES string: [H]/N=C/N.C=NC
* energy above the lowest of the compared OMol25 structures with the same formula, charge and spin: 51.3 kcal per mole

=====

2.
This record from the OMol25 dataset describes a 12-piece molecular cluster, H25O12 overall. The level of theory is ωB97M-V/def2-TZVPD.

Positions of all 37 atoms, in Å:
O 2.601 1.279 0.576
H 1.989 -3.298 -1.202
H -1.522 0.681 -1.744
O -1.444 -0.213 1.116
H -0.819 0.400 1.714
H -2.346 0.967 1.025
O -3.354 0.354 2.805
H 1.326 1.811 1.594
O 4.036 -0.088 -0.734
H -3.192 1.080 3.363
H 4.426 0.398 -1.573
O 2.099 -2.207 2.700
H 2.698 -2.528 3.270
H 2.391 -2.645 1.840
O 2.791 -2.543 -1.182
H 0.850 -3.943 -2.722
H 2.529 -2.422 -0.301
O -3.075 1.660 0.459
H -3.880 1.183 0.692
H 2.276 1.949 0.145
O -2.372 0.186 -1.652
H -2.397 -0.694 -1.423
H -1.764 -0.921 1.745
O 0.486 1.579 2.170
H -3.441 -0.097 3.574
H 0.667 1.682 3.082
O -1.490 4.166 -1.282
H -0.988 3.799 -1.840
H -2.371 4.046 -1.191
O 0.066 -3.742 -2.275
H 3.251 -0.625 -1.177
H 3.114 0.722 0.002
O -0.168 0.466 -2.714
H -2.659 1.142 -0.534
H -0.710 0.159 -3.442
H -0.346 -4.357 -1.798
H 0.740 0.616 -3.086

Summary:
* F_max: 9.835 eV Å⁻¹
* DFT total energy: -24964.9122 eV
* charge: +1
* molar mass: 217.188 g mol⁻¹
* highest occupied orbital energy: -0.506 hartree
* energy above the lowest of the compared OMol25 structures with the same formula, charge and spin: 141.1 kcal per mole